## 1
Entry from the Open Molecules 2025 dataset: an isolated molecule of C3H8S2 (ωB97M-V with the def2-TZVPD basis set).

Computed properties:
SMILES string ... C[C@H](S)CS
Orbital gap ... 9.9 eV
E_LUMO ... 0.8 eV

Positions of all 13 atoms, in Å:
C (0.8287, -0.8058, 0.9772)
C (-1.1533, 0.2194, 0.0635)
C (0.1712, -0.4237, -0.3475)
S (-2.2128, 0.8478, -1.2521)
S (1.1888, 0.7884, -1.4043)
H (0.4533, -0.1201, 1.7150)
H (0.4554, -1.7800, 1.2494)
H (1.8878, -0.8322, 1.0392)
H (-1.7502, -0.5314, 0.6865)
H (-0.8702, 1.0404, 0.7816)
H (0.1936, -1.2473, -1.0156)
H (-1.2036, 1.4375, -1.8923)
H (2.0114, 1.4069, -0.6005)

## 2
Entry from the Open Molecules 2025 dataset: a 2-piece molecular cluster, C3H8S2 overall (ωB97M-V with the def2-TZVPD basis set).

Computed properties:
SMILES string ... C=C.CSS
Orbital gap ... 9.3 eV
E_LUMO ... 0.6 eV

Positions of all 13 atoms, in Å:
C (1.0670, 1.7181, -1.5661)
C (0.8240, 1.2562, -2.7968)
H (0.5645, 2.6431, -1.3294)
H (1.8490, 1.2905, -0.9680)
H (0.4106, 1.9452, -3.5231)
H (1.0937, 0.2304, -3.0120)
C (-0.7038, -1.5114, -0.6166)
S (0.4188, -0.7078, 0.5380)
S (-0.8956, -0.0890, 2.0052)
H (-0.3886, -1.3653, -1.6448)
H (-1.7112, -1.1245, -0.5073)
H (-0.7201, -2.5918, -0.4904)
H (-0.7775, 1.2150, 1.7187)

Which structure is the least stable? The one labeled 2.

## 1
Entry from the Open Molecules 2025 dataset: a 2-piece molecular cluster, C3H8S2 overall (ωB97M-V with the def2-TZVPD basis set).

Computed properties:
SMILES string ... C=CC.SS
Orbital gap ... 9.0 eV
E_LUMO ... 0.1 eV

Positions of all 13 atoms, in Å:
S (-1.8115, 1.0313, 1.8722)
S (-3.3535, 2.0794, 2.8731)
H (-1.6988, 0.0603, 2.7838)
H (-3.9172, 0.9709, 3.3511)
C (2.9828, -3.0781, -3.2247)
C (4.1143, -2.2042, -3.6561)
C (4.2148, -0.9185, -3.3981)
H (2.0934, -2.8805, -3.8189)
H (3.2474, -4.1304, -3.2642)
H (2.6946, -2.9668, -2.1744)
H (4.9827, -2.6426, -4.1438)
H (5.0443, -0.3034, -3.7126)
H (3.4419, -0.4349, -2.8075)

## 2
Entry from the Open Molecules 2025 dataset: C3H8S2 as an isolated structure (ωB97M-V with the def2-TZVPD basis set).

Computed properties:
Orbital gap ... 8.6 eV
E_LUMO ... -0.4 eV

Positions of all 13 atoms, in Å:
C (-1.0891, 0.0527, -0.7613)
C (0.1438, 0.3095, 0.0894)
C (1.0705, -0.9152, 0.5135)
H (-3.2575, 1.0579, 0.0807)
H (-0.5393, -0.5355, -1.5888)
H (-1.6558, -0.7048, -0.3557)
H (0.7062, 0.9503, -0.6508)
H (0.1120, 1.2164, 0.6293)
H (1.3466, -1.7328, -0.1514)
H (0.3924, -1.4645, 1.2257)
H (2.2918, 1.2300, 1.3795)
S (-2.2646, 1.0895, -1.3756)
S (2.7429, -0.5533, 0.9655)

Which structure is the least stable? The one labeled 2.

## 1
Entry from the Open Molecules 2025 dataset: a 3-piece molecular cluster, C7H17NO overall (ωB97M-V with the def2-TZVPD basis set).

Computed properties:
Orbital gap ... 7.6 eV
E_LUMO ... 0.8 eV

Positions of all 26 atoms, in Å:
C (0.4454, 0.6639, -0.1309)
C (0.7279, -0.6436, 0.3706)
C (-1.1942, -1.3531, 0.0412)
C (0.1742, 0.8898, -1.5996)
C (-0.2666, 1.6321, 0.7904)
C (2.4005, 1.2372, 0.1257)
C (-2.5165, -0.6743, 0.2845)
N (1.5356, -1.5705, -0.2859)
O (-1.0880, -2.5446, 0.8213)
H (-1.2744, -2.3108, 1.7409)
H (0.8153, -0.7204, 1.4505)
H (-1.0980, -1.6651, -1.0005)
H (1.4491, -1.5861, -1.2932)
H (1.4515, -2.5067, 0.0922)
H (0.5624, 1.8659, -1.9034)
H (-0.9000, 0.8900, -1.8022)
H (0.6367, 0.1392, -2.2432)
H (-0.1157, 1.3737, 1.8409)
H (-1.3384, 1.6710, 0.5891)
H (0.1046, 2.6487, 0.6368)
H (2.9919, 0.7496, -0.6479)
H (2.7756, 1.0164, 1.1247)
H (2.3516, 2.3138, -0.0371)
H (-3.3576, -1.3771, 0.1851)
H (-2.6951, 0.1179, -0.4457)
H (-2.5779, -0.2569, 1.2959)

## 2
Entry from the Open Molecules 2025 dataset: a 2-piece molecular cluster, C7H17NO overall (ωB97M-V with the def2-TZVPD basis set).

Computed properties:
SMILES string ... CCC(N)=O.CC(C)C
Orbital gap ... 10.6 eV
E_LUMO ... 0.9 eV

Positions of all 26 atoms, in Å:
C (-2.1422, 0.4945, -0.3071)
C (-1.6771, 0.1282, -1.7297)
C (-1.8971, -0.6303, 0.6763)
C (-1.5605, 1.7895, 0.2055)
H (-3.2285, 0.6571, -0.3934)
H (-0.7331, -0.4300, -1.7020)
H (-0.9200, -0.7036, 1.1351)
H (-2.5756, -0.5826, 1.5210)
H (-2.1028, -1.6333, 0.2893)
H (-0.5032, 1.8200, -0.0717)
H (-2.0791, 2.6909, -0.1117)
H (-1.5912, 1.8238, 1.3061)
H (-1.4353, 1.0217, -2.3166)
H (-2.4973, -0.3701, -2.2371)
C (1.9275, -0.9633, 1.0679)
C (2.4470, 0.4494, 1.3235)
C (1.7257, -1.3878, -0.3634)
O (1.1599, -2.4419, -0.5942)
N (2.0234, -0.5402, -1.3973)
H (2.3844, -1.7679, 1.6483)
H (0.9097, -1.0678, 1.4412)
H (2.8462, 0.5119, 2.3290)
H (2.0232, -1.0075, -2.2896)
H (2.6435, 0.2412, -1.2577)
H (1.6386, 1.1757, 1.2166)
H (3.2141, 0.7225, 0.6116)

## 3
Entry from the Open Molecules 2025 dataset: C7H17NO as an isolated structure (ωB97M-V with the def2-TZVPD basis set).

Computed properties:
Orbital gap ... 9.1 eV
E_LUMO ... 0.7 eV

Positions of all 26 atoms, in Å:
C (-0.9954, -0.7148, 1.0949)
C (-1.1215, 1.7618, -0.2989)
C (-1.1686, -0.3022, -1.6031)
C (-2.4867, -0.9442, 1.1644)
N (-0.7150, 0.3645, -0.3847)
O (-0.2124, -1.6983, 0.8942)
H (1.2047, -1.1634, 0.4533)
H (-0.6683, 0.0470, 1.8289)
H (-2.2096, 1.8334, -0.2975)
H (-0.7325, 2.1923, 0.6225)
H (-0.6948, 0.1327, -2.4874)
H (-2.2509, -0.2107, -1.6945)
H (-0.8964, -1.3532, -1.5257)
H (-0.7320, 2.3370, -1.1445)
H (-2.7074, -1.3959, 2.1313)
H (-3.0384, -0.0096, 1.0888)
H (-2.8054, -1.6295, 0.3821)
C (2.7939, 0.4978, 1.0069)
C (2.1457, -0.4481, 0.0359)
C (2.5785, -0.5747, -1.2138)
H (0.3470, 0.2824, -0.3499)
H (3.5167, 1.1631, 0.5261)
H (2.0442, 1.1179, 1.5057)
H (3.3034, -0.0588, 1.7969)
H (3.3626, 0.0569, -1.6296)
H (2.1386, -1.2834, -1.9023)

Which structure is the least stable? The one labeled 1.

## 1
Entry from the Open Molecules 2025 dataset: an isolated molecule of C7H17NO (ωB97M-V with the def2-TZVPD basis set).

Computed properties:
SMILES string ... CCC[C@@](C)(O)[C@H](C)N
Orbital gap ... 10.1 eV
E_LUMO ... 0.9 eV

Positions of all 26 atoms, in Å:
C (-0.0922, -0.0577, 0.4928)
C (-0.7689, 1.2138, 1.1267)
C (0.3578, 0.1765, -0.9723)
C (1.5239, -0.6551, -1.5287)
C (-1.0590, -1.2506, 0.5898)
C (-1.9151, 1.7999, 0.3046)
C (1.4691, -2.1534, -1.2962)
N (0.2213, 2.2711, 1.4086)
O (1.0664, -0.3577, 1.2918)
H (0.7574, -0.5254, 2.2006)
H (-1.1681, 0.9266, 2.1080)
H (0.5027, 2.7180, 0.5366)
H (1.0737, 1.8047, 1.7361)
H (0.6733, 1.2211, -1.0888)
H (-0.5077, 0.0642, -1.6385)
H (2.4675, -0.2697, -1.1246)
H (1.5656, -0.4798, -2.6118)
H (-0.5443, -2.2069, 0.4684)
H (-1.8609, -1.1896, -0.1526)
H (-1.5225, -1.2972, 1.5821)
H (-2.4019, 2.6161, 0.8511)
H (-2.6803, 1.0468, 0.0946)
H (-1.5679, 2.2072, -0.6510)
H (0.5085, -2.5739, -1.6062)
H (2.2547, -2.6493, -1.8760)
H (1.6467, -2.3996, -0.2453)

## 2
Entry from the Open Molecules 2025 dataset: a 2-piece molecular cluster, C7H17NO overall (ωB97M-V with the def2-TZVPD basis set).

Computed properties:
SMILES string ... CCN(C)C(C)=O.CC
Orbital gap ... 9.7 eV
E_LUMO ... 0.8 eV

Positions of all 26 atoms, in Å:
C (0.5101, 0.9405, -1.7781)
C (1.9834, 1.4127, -1.8226)
C (1.3012, -1.4044, -1.2095)
C (-2.3544, 0.0368, -0.7190)
C (-0.9972, -0.7060, -0.8363)
O (-1.0789, -1.8953, -0.5912)
N (0.2673, -0.4748, -1.5484)
H (-0.0202, 1.5097, -0.8841)
H (0.0484, 1.4899, -2.6367)
H (2.5087, 1.3914, -0.8876)
H (2.2041, 2.2513, -2.5187)
H (2.3299, -1.5344, -1.4587)
H (-3.1825, -0.6150, -0.5921)
H (2.7124, 0.5650, -2.5103)
H (1.6401, -1.6659, -0.0711)
H (0.8697, -2.4146, -1.6985)
H (-2.3126, 0.6489, 0.1878)
H (-2.6299, 0.5691, -1.6702)
C (-0.5947, 0.7314, 3.1264)
C (-0.2719, -0.7250, 2.7158)
H (-0.0268, 1.0296, 4.0117)
H (-0.5554, 1.3634, 2.2419)
H (-1.6087, 0.9132, 3.4644)
H (-1.1550, -1.2452, 2.3614)
H (0.1337, -1.3930, 3.5405)
H (0.2792, -0.7793, 1.7832)

Which structure is the least stable? The one labeled 2.

## 1
Entry from the Open Molecules 2025 dataset: a 2-piece molecular cluster, C7H17NO overall (ωB97M-V with the def2-TZVPD basis set).

Computed properties:
SMILES string ... C=C(C)O.CNC(C)C
Orbital gap ... 9.2 eV
E_LUMO ... 0.7 eV

Positions of all 26 atoms, in Å:
C (0.1482, -1.1097, 1.3224)
C (0.8426, -1.3157, -1.0232)
C (0.5864, -1.5707, 2.7154)
C (-1.2659, -1.6209, 1.0372)
N (1.1543, -1.5998, 0.3682)
H (2.0503, -1.1682, 0.5965)
H (0.1361, -0.0130, 1.3155)
H (0.7481, -0.2446, -1.2032)
H (-0.0674, -1.8245, -1.3538)
H (1.6568, -1.6832, -1.6558)
H (0.6441, -2.6642, 2.7723)
H (-1.2741, -2.7026, 0.8651)
H (1.5712, -1.1660, 2.9747)
H (-0.1209, -1.2328, 3.4804)
H (-1.9358, -1.4106, 1.8782)
H (-1.6940, -1.1337, 0.1557)
C (0.3836, 2.4771, -2.2820)
C (-0.4589, 2.2582, -1.0645)
C (-1.6447, 1.6401, -1.0824)
O (0.0544, 2.6841, 0.1425)
H (0.9458, 3.0440, -0.0091)
H (1.4213, 2.1854, -2.0880)
H (0.0303, 1.8849, -3.1328)
H (0.3678, 3.5333, -2.5665)
H (-2.0803, 1.2640, -2.0006)
H (-2.1993, 1.4892, -0.1624)

## 2
Entry from the Open Molecules 2025 dataset: a 2-piece molecular cluster, C7H17NO overall (ωB97M-V with the def2-TZVPD basis set).

Computed properties:
SMILES string ... CCN(C)C(C)=O.CC
Orbital gap ... 9.1 eV
E_LUMO ... 0.7 eV

Positions of all 26 atoms, in Å:
C (-0.8047, 1.3181, -0.0618)
C (-0.5261, -0.0301, 0.7782)
C (-2.5279, 0.7429, -1.3895)
C (1.0107, 0.9340, -2.3711)
C (-0.3928, 1.0912, -2.5524)
O (-1.1686, 1.1649, -3.5355)
N (-1.1702, 0.9347, -1.3502)
H (-1.5366, 1.9225, 0.4725)
H (0.0496, 1.8778, -0.0290)
H (-1.5704, -0.5358, 0.8012)
H (-0.3729, 0.5440, 1.8260)
H (-3.2309, 0.5450, -0.4675)
H (1.3687, 0.0200, -1.9627)
H (0.4919, -0.5708, 0.4316)
H (-2.9961, 1.2248, -2.2116)
H (-2.7922, -0.3336, -1.6636)
H (1.3829, 0.8822, -3.4349)
H (1.6389, 1.6209, -1.7992)
C (1.1374, -2.0729, 1.9552)
C (2.1865, -1.2635, 2.6408)
H (1.2160, -3.2231, 1.9319)
H (0.1659, -1.8038, 2.5111)
H (0.8116, -1.8767, 0.9687)
H (3.2137, -1.6008, 2.4334)
H (2.1166, -1.2852, 3.8038)
H (2.2989, -0.2267, 2.2746)

Which structure is the least stable? The one labeled 2.

## 1
Entry from the Open Molecules 2025 dataset: a 2-piece molecular cluster, C3H7O2S overall (ωB97M-V with the def2-TZVPD basis set).

Computed properties:
Charge ... -1
Orbital gap ... 7.8 eV
E_LUMO ... 3.4 eV

Positions of all 13 atoms, in Å:
C (0.7740, 0.0721, -1.2710)
C (1.1775, -0.5197, -0.0004)
S (2.1451, 0.6320, 0.9379)
H (0.6809, -0.8161, -2.0570)
H (1.3014, 0.9261, -1.4551)
H (-0.2851, 0.4503, -1.1193)
H (0.2322, -0.8042, 0.5259)
H (1.7441, -1.3640, -0.1179)
H (1.0600, 1.4276, 1.2908)
O (-3.0719, -0.8768, 1.1134)
C (-2.2261, -0.0036, 0.7975)
O (-1.2122, 0.3584, 1.5178)
H (-2.3198, 0.5181, -0.1627)

## 2
Entry from the Open Molecules 2025 dataset: a 2-piece molecular cluster, C3H7O2S overall (ωB97M-V with the def2-TZVPD basis set).

Computed properties:
Charge ... -1
Orbital gap ... 7.6 eV
E_LUMO ... 3.3 eV

Positions of all 13 atoms, in Å:
C (-0.2297, 0.1130, -1.5636)
S (0.8733, -1.2393, -1.5021)
C (1.6573, -0.7710, 0.2419)
H (-0.9424, -0.3899, -2.3004)
H (-0.8765, 0.5281, -0.7907)
H (0.3044, 0.9697, -1.9583)
H (1.1271, -1.5160, 0.9725)
H (1.6423, 0.2973, 0.5027)
H (2.7327, -1.1780, 0.4735)
O (-1.3456, 1.4587, 2.5704)
C (-1.6221, 0.7535, 1.5183)
O (-1.0322, -0.2887, 1.0480)
H (-2.2884, 1.2627, 0.7877)

Which structure is the least stable? The one labeled 2.

## 1
Entry from the Open Molecules 2025 dataset: a 2-piece molecular cluster, C3H7O2S overall (ωB97M-V with the def2-TZVPD basis set).

Computed properties:
Charge ... -1
Orbital gap ... 6.8 eV
E_LUMO ... 4.0 eV

Positions of all 13 atoms, in Å:
O (0.2626, 1.0981, -2.1711)
C (1.0255, 0.4405, -1.5036)
C (1.5060, 0.8580, -0.1761)
C (0.4061, 0.5661, 0.9453)
S (-0.0958, -1.1287, 1.3307)
H (1.4998, -0.4126, -2.0268)
H (1.6629, 1.9385, -0.1607)
H (2.4374, 0.3954, 0.1329)
H (-0.3604, 1.3109, 0.7239)
H (0.9641, 0.7160, 1.8667)
H (-3.8556, -1.6679, 0.3962)
H (-2.3025, -1.8117, 0.3265)
O (-3.1502, -2.3027, 0.3160)

## 2
Entry from the Open Molecules 2025 dataset: C3H7O2S as an isolated structure (ωB97M-V with the def2-TZVPD basis set).

Computed properties:
Charge ... -1
Orbital gap ... 7.7 eV
E_LUMO ... 3.9 eV

Positions of all 13 atoms, in Å:
C (-0.5731, -0.3233, 2.2605)
C (0.3156, 0.1574, 1.0637)
S (-0.4840, 1.5087, 0.0871)
H (-0.8430, 0.5227, 2.8848)
H (-1.4157, -0.8748, 1.8511)
H (0.0687, -1.0396, 2.7845)
H (0.7883, -0.7209, 0.6196)
H (1.1171, 0.7168, 1.5616)
H (0.2407, 1.0280, -1.3151)
O (0.7096, 0.7397, -2.3880)
C (0.1705, -0.2806, -2.9548)
O (0.6133, -0.7433, -4.0087)
H (-0.7080, -0.6906, -2.4461)

Which structure is the least stable? The one labeled 1.

## 1
Entry from the Open Molecules 2025 dataset: an isolated molecule of C4H3F2N (ωB97M-V with the def2-TZVPD basis set).

Computed properties:
Orbital gap (alpha / beta) ... 8.8 / 8.8 eV
E_LUMO (alpha / beta) ... 0.2 / 0.2 eV

Positions of all 10 atoms, in Å:
C (0.0541, -1.0922, -0.1516)
C (-0.8731, -0.2115, -0.5499)
C (1.1326, -0.4461, 0.7675)
C (-0.5951, 1.1765, -0.2542)
N (1.3761, 0.7637, 0.8528)
F (-0.3126, 1.9622, -1.2821)
F (-1.2591, 1.7791, 0.6465)
H (0.2602, -2.1487, -0.1885)
H (-1.6046, -0.5667, -1.1871)
H (1.8216, -1.2162, 1.3467)

## 2
Entry from the Open Molecules 2025 dataset: C4H3F2N as an isolated structure (ωB97M-V with the def2-TZVPD basis set).

Computed properties:
Orbital gap ... 9.1 eV
E_LUMO ... 0.0 eV

Positions of all 10 atoms, in Å:
C (-0.5383, 0.7133, 0.5025)
C (-0.3585, 1.0610, -0.7817)
C (0.6328, -0.8817, -0.9273)
C (0.0840, -0.5910, 0.9959)
N (0.3159, 0.1246, -1.5790)
F (-0.6988, -1.5726, 1.3438)
F (1.0820, -0.4065, 1.8364)
H (-0.8137, 1.4505, 1.1474)
H (-0.5004, 1.9957, -1.3369)
H (0.7949, -1.8933, -1.2011)

Which structure is the least stable? The one labeled 1.